Computed, not measured: a cluster of 2 separate species, C3H8NO in total at a distorted geometry, with ωB97M-V/def2-TZVPD.

Last column: Mulliken charge in e.
Atoms and positions in Å:
C: 0.69080 -0.23492 1.03209  -0.11
H: 0.69110 -2.79902 0.17739  0.26
H: -1.50654 2.43679 -1.15958  0.34
H: 0.05344 -0.04776 -0.82357  0.27
N: 0.34545 -0.80388 -0.23344  0.07
C: -0.01801 0.66763 1.68655  -0.58
H: 0.34171 -2.40683 -1.53351  0.28
H: 0.43502 1.06834 2.58404  0.26
O: -0.75602 2.06111 -1.63392  -0.67
C: 0.35092 -2.03632 -0.51829  -0.06
H: 1.44793 -0.73899 1.59415  0.36
H: -1.07791 1.84633 -2.51898  0.34
H: -0.99790 0.98754 1.34707  0.25

## Properties
relative energy (zero: lowest compared OMol25 entry of this formula, charge and spin) = 30.67 kcal per mole
E_LUMO = -5.566 eV
HOMO = -15.21 eV
multiplicity = 1
charge = +1



Computed, not measured: a cluster of 2 separate species, C3H6Cl2OP in total at a distorted geometry, with ωB97M-V/def2-TZVPD.

Last column: Mulliken charge in e.
Atoms and positions in Å:
C: -0.48832 -0.16669 0.00544  -0.82
Cl: -0.86566 3.47287 -1.56622  -0.11
Cl: -0.70900 3.13511 1.65140  -0.15
C: 1.89709 -0.45445 0.03347  -0.59
H: -3.53176 1.92425 0.60143  0.40
H: -1.31177 -0.49114 -0.42669  0.48
H: 2.93272 -0.58178 -0.39477  0.26
C: 0.73819 -0.25877 -0.67875  0.17
O: -2.87048 2.31588 -0.13167  -0.51
H: 0.77229 -0.38208 -1.71336  0.40
H: 1.81379 -0.70721 1.01322  0.26
H: -0.38889 -0.01591 1.15947  0.35
P: -1.25715 2.18520 -0.11349  0.86

## Properties
relative energy (zero: lowest compared OMol25 entry of this formula, charge and spin) = 38.69 kcal per mole
E_LUMO = -6.037 eV
HOMO = -14.10 eV
multiplicity = 1
charge = +1



Computed, not measured: a cluster of 3 separate species, C3H14N2O3 in total at a distorted geometry, with ωB97M-V/def2-TZVPD.

Last column: Mulliken charge in e.
Atoms and positions in Å:
H: -1.43525 -0.53823 2.09155  0.34
H: 3.47356 0.24370 -1.73736  0.28
H: 0.32480 1.81398 2.62786  0.28
H: 2.76632 -0.09476 -0.42584  0.33
H: -0.63074 -1.43387 -0.65931  0.23
N: -1.16261 -0.82970 -1.17944  -0.52
O: 1.77322 -2.29803 -2.42443  -0.65
H: -1.77210 1.27740 2.43028  0.40
H: 1.71672 -1.32488 -2.25140  0.36
C: -1.31212 0.56748 1.87029  -0.57
H: 2.70464 -2.48384 -2.84389  0.30
H: 0.47045 -0.03008 2.90479  0.25
H: -2.57845 0.64295 -1.35532  0.39
O: 2.63865 -0.05146 -1.34276  -0.61
O: 1.07814 0.72020 1.06979  -0.47
H: 0.53621 0.80395 0.32693  0.34
N: -1.47515 1.09914 0.42859  -0.43
H: -2.72498 -0.63941 -0.05147  0.37
C: -2.02452 0.08415 -0.48982  -0.62
C: 0.24099 0.82445 2.20282  -0.47
H: -0.56949 -0.25613 -1.74005  0.23
H: -2.03831 1.90298 0.54820  0.22

## Properties
relative energy (zero: lowest compared OMol25 entry of this formula, charge and spin) = 51.15 kcal per mole
E_LUMO = 0.689 eV
HOMO = -9.54 eV
multiplicity = 1
SMILES = NCNCCO.O.O
charge = 0



Computed, not measured: a cluster of 2 separate species, C3H7N2O2 in total at a distorted geometry, with ωB97M-V/def2-TZVPD.

Last column: Mulliken charge in e.
Atoms and positions in Å:
O: -0.44819 0.33046 -1.03115  -0.15
N: -1.56508 -0.62247 -0.89416  -0.47
H: -0.17241 -1.68268 0.12191  0.41
H: 1.29407 2.77039 0.17441  0.34
C: 0.66966 0.07219 -0.53838  0.01
C: 0.88036 2.27210 1.03166  -0.88
N: 0.77825 -1.26054 0.06495  -0.28
H: -1.69945 -1.02080 -1.82253  0.27
O: 1.75031 0.16383 1.93897  -0.46
H: 0.05344 2.75094 1.52817  0.30
H: -2.38708 -0.05220 -0.69323  0.29
C: 1.31577 1.11652 1.41044  0.93
H: 1.23083 -1.10407 1.01963  0.36
H: 1.41469 -1.84763 -0.48562  0.34

## Properties
relative energy (zero: lowest compared OMol25 entry of this formula, charge and spin) = 85.00 kcal per mole
E_LUMO (alpha / beta) = -3.287 / -6.513 eV
HOMO (alpha / beta) = -11.44 / -13.96 eV
multiplicity = 3
charge = +1



Computed, not measured: a structure of composition C14H30N3O2PSiW at a distorted geometry, with ωB97M-V/def2-TZVPD.

Last column: Mulliken charge in e.
Atoms and positions in Å:
H: -5.11711 1.99506 1.73121  0.16
N: -2.91057 1.32536 2.81087  -0.42
C: 0.82341 3.93262 -3.14489  -0.46
H: 3.79402 -0.09327 1.03625  0.34
H: 1.80869 5.85657 -3.01767  0.33
H: 4.10335 -1.01508 -2.10543  0.41
H: -2.01829 -0.03409 -2.07027  -0.34
H: 1.16332 3.79092 0.74180  0.35
W: 0.29583 -0.15576 0.23979  0.81
C: 1.40896 5.00332 -2.46072  -0.43
H: -2.68945 -2.41266 -0.58865  0.30
H: -1.45022 -3.38381 0.74339  -0.07
H: -1.32584 -3.42927 -1.19537  0.33
H: -0.26546 -3.88803 2.02440  0.32
H: 0.74975 3.96512 -4.23332  0.34
C: 0.54312 2.73830 -1.03364  0.20
C: 3.17145 -0.45667 -1.93531  -1.21
C: -1.96401 -2.56161 -1.39518  -1.29
H: 0.01600 -1.07054 3.97410  0.29
C: 2.04125 -2.93915 -0.88478  -1.19
N: -4.52647 1.42160 1.14548  -0.45
H: 2.56053 -0.49363 -2.84604  0.31
C: 1.54168 4.96730 -1.06610  -0.39
C: -0.67628 -1.74946 2.01968  2.38
C: 0.34401 2.82907 -2.45559  -0.06
O: 0.67397 -1.53360 1.71147  -0.69
H: 1.57510 -3.43473 -0.01918  0.27
H: -2.50346 -2.71710 -2.33680  0.39
H: -4.83528 1.12809 0.23115  0.26
H: -1.33815 -1.09266 1.27718  -0.95
Si: -0.93606 -0.97908 -1.65576  0.42
H: -0.12931 1.97917 -2.95924  0.27
C: -0.95172 -1.34885 3.51205  -1.65
H: -3.39692 2.11172 3.25100  0.23
C: -3.28056 1.02672 1.50516  0.42
H: -1.94992 -3.52241 2.46096  0.43
C: 3.49569 -1.13910 0.85035  -1.26
H: 3.02508 -3.39470 -1.07624  0.43
H: -1.36044 -2.19104 4.11692  0.39
C: 1.07993 3.87956 -0.34447  -0.45
O: -2.58027 0.40343 0.67417  -0.47
H: -1.67918 -0.50176 3.54366  0.34
N: 0.32947 1.60266 -0.39018  -0.27
H: 4.38148 -1.73090 0.55921  0.40
H: 3.43204 0.59062 -1.73199  0.35
H: -1.90202 1.28360 2.95264  0.32
H: -0.17967 -1.34033 -2.90621  -0.20
H: 3.04662 -1.56535 1.76422  0.34
P: 2.25276 -1.15069 -0.50535  0.82
C: -1.11736 -3.22586 1.78830  -1.28
H: 2.01847 5.79267 -0.53305  0.33
H: 1.40804 -3.07232 -1.77396  0.30

## Properties
E_LUMO (alpha / beta) = 0.389 / -0.106 eV
HOMO (alpha / beta) = -5.51 / -7.02 eV
multiplicity = 3
charge = 0



Computed, not measured: an isolated molecule of C3H5N3 at a distorted geometry, with ωB97M-V/def2-TZVPD.

Last column: Mulliken charge in e.
Atoms and positions in Å:
C: -1.29279 -0.78814 -0.61149  -0.71
N: 0.12987 -0.66347 -0.31945  -0.26
H: -1.56133 -0.41095 -1.60466  0.27
N: -0.41859 2.07728 1.83718  -0.34
N: 2.02587 0.34056 -0.04883  -0.68
C: 0.09433 1.29811 1.15322  0.09
H: -1.60829 -1.83379 -0.53868  0.25
H: 2.69838 0.80321 0.53122  0.21
H: 1.03149 -0.95994 -0.80096  0.32
C: 0.78012 0.35999 0.27398  0.55
H: -1.87905 -0.22287 0.12847  0.29

## Properties
relative energy (zero: lowest compared OMol25 entry of this formula, charge and spin) = 39.37 kcal per mole
E_LUMO = 0.473 eV
HOMO = -9.43 eV
multiplicity = 1
SMILES = [H]/N=C(\C#N)NC
charge = 0



Computed, not measured: an isolated molecule of C4H9PS at a distorted geometry, with ωB97M-V/def2-TZVPD.

Last column: Mulliken charge in e.
Atoms and positions in Å:
H: -1.96450 -1.37006 -0.86152  0.36
H: 0.12135 1.86726 1.20634  0.28
C: -0.23699 -0.55656 0.10354  0.41
C: -0.90727 -1.73520 -0.62255  -1.55
H: -0.69076 -2.63827 -0.12493  0.44
P: -0.82289 1.09717 -0.89205  0.12
H: -0.54202 -1.84700 -1.58059  0.44
H: 1.48758 -0.52222 -0.98165  0.42
H: 0.56279 2.96217 -0.15595  0.30
H: 1.89593 0.22828 0.57316  0.32
H: -1.04929 2.96925 0.74113  0.31
C: 1.31911 -0.56489 0.04736  -1.29
S: -0.63508 -0.59185 1.92452  -0.06
C: -0.17404 2.34315 0.29962  -0.87
H: 1.63608 -1.64120 0.32356  0.36

## Properties
relative energy (zero: lowest compared OMol25 entry of this formula, charge and spin) = 76.82 kcal per mole
E_LUMO (alpha / beta) = -0.879 / -1.914 eV
HOMO (alpha / beta) = -8.98 / -8.15 eV
multiplicity = 1
charge = 0



Question: Look up the charge of the fifth one.
Answer: 0



Question: Which value of charge does entry 6 give?
Answer: 0